Formula: C26H52Br10O4
Source: the Open Molecules 2025 dataset
Level of theory: the ωB97M-V functional and the def2-TZVPD basis

SMILES string ... C1CCOC1.C1CCOC1.C1CCOC1.C1CCOC1.BrCCBr.BrCCBr.BrCCBr.BrCCBr.BrCCBr
Molar mass ... 1227.74 g/mol
LUMO energy ... 0.0067 hartree
ΔE to the lowest compared entry with this formula, charge and spin ... 0.000 eV

Each atom is followed by the atoms it is bonded to, with distances in Å.
CARTESIAN COORDINATES (ANGSTROEM)
1 C 13.29095 2.43128 25.47103  C2 1.470, C5 1.546, H6 1.090, H7 1.090
2 C 12.43014 1.80011 26.48232  C1 1.470, C3 1.486, H8 1.090, H9 1.090
3 C 11.10866 1.57366 25.84178  C2 1.486, O4 1.468, H10 1.090, H11 1.090
4 O 11.41559 1.31081 24.43004  C3 1.468, C5 1.418
5 C 12.59590 2.04380 24.14525  C1 1.546, O4 1.418, H12 1.090, H13 1.090
6 H 14.33494 2.12009 25.50780  C1 1.090
7 H 13.43882 3.50872 25.54432  C1 1.090
8 H 12.39995 2.41943 27.37878  C2 1.090
9 H 12.80829 0.80327 26.70900  C2 1.090
10 H 10.50807 2.48045 25.77022  C3 1.090
11 H 10.44606 0.81437 26.25717  C3 1.090
12 H 12.29878 2.88041 23.51288  C5 1.090
13 H 13.26388 1.42896 23.54201  C5 1.090
14 C 12.56812 10.51175 28.51248  C15 1.493, C18 1.546, H19 1.090, H20 1.090
15 C 11.96882 11.87497 28.61769  C14 1.493, C16 1.524, H21 1.090, H22 1.090
16 C 11.84480 12.07483 30.12353  C15 1.524, O17 1.431, H23 1.090, H24 1.090
17 O 11.90092 10.77974 30.72907  C16 1.431, C18 1.435
18 C 11.87928 9.78837 29.69241  C14 1.546, O17 1.435, H25 1.090, H26 1.090
19 H 13.64889 10.56313 28.64446  C14 1.090
20 H 12.47379 10.01831 27.54515  C14 1.090
21 H 10.97844 11.95652 28.16978  C15 1.090
22 H 12.68682 12.58317 28.20413  C15 1.090
23 H 10.95138 12.61736 30.43267  C16 1.090
24 H 12.71057 12.63206 30.48136  C16 1.090
25 H 10.81709 9.57751 29.56843  C18 1.090
26 H 12.25069 8.79676 29.95099  C18 1.090
27 C 10.57056 18.30581 23.28007  C28 1.497, C31 1.544, H32 1.090, H33 1.090
28 C 10.34912 18.75488 21.86889  C27 1.497, C29 1.518, H34 1.090, H35 1.090
29 C 11.23270 19.98760 21.81302  C28 1.518, O30 1.443, H36 1.090, H37 1.090
30 O 12.41038 19.55107 22.52430  C29 1.443, C31 1.416
31 C 12.03589 18.68779 23.58212  C27 1.544, O30 1.416, H38 1.090, H39 1.090
32 H 10.36593 17.25344 23.47691  C27 1.090
33 H 9.88484 18.82126 23.95254  C27 1.090
34 H 9.28807 18.92263 21.68415  C28 1.090
35 H 10.65501 17.97247 21.17435  C28 1.090
36 H 10.78297 20.85023 22.30465  C29 1.090
37 H 11.40604 20.43954 20.83639  C29 1.090
38 H 12.08566 19.35628 24.44162  C31 1.090
39 H 12.62884 17.77400 23.62088  C31 1.090
40 C 3.63931 6.57389 27.62416  C41 1.500, C44 1.553, H45 1.090, H46 1.090
41 C 4.17205 6.66510 26.22459  C40 1.500, C42 1.489, H47 1.090, H48 1.090
42 C 5.59931 7.03242 26.43895  C41 1.489, O43 1.439, H49 1.090, H50 1.090
43 O 5.86725 6.10850 27.50952  C42 1.439, C44 1.451
44 C 4.78322 5.93392 28.45781  C40 1.553, O43 1.451, H51 1.090, H52 1.090
45 H 2.69554 6.03295 27.69335  C40 1.090
46 H 3.51936 7.55004 28.09411  C40 1.090
47 H 3.53848 7.28880 25.59395  C41 1.090
48 H 4.18022 5.67811 25.76212  C41 1.090
49 H 5.77177 8.06455 26.74403  C42 1.090
50 H 6.13103 6.83536 25.50807  C42 1.090
51 H 4.91790 6.42903 29.41949  C44 1.090
52 H 4.59383 4.86117 28.49558  C44 1.090
53 Br 15.84394 3.63292 37.31129  C54 1.983
54 C 14.01659 3.39922 36.57746  Br53 1.983, C55 1.573, H57 1.090, H58 1.090
55 C 13.99740 3.53777 35.01020  C54 1.573, Br56 1.998, H59 1.090, H60 1.090
56 Br 12.14363 3.11969 34.39337  C55 1.998
57 H 13.36505 4.10670 37.09036  C54 1.090
58 H 13.67664 2.39702 36.83844  C54 1.090
59 H 14.72155 2.89846 34.50523  C55 1.090
60 H 14.13772 4.58277 34.73384  C55 1.090
61 Br 3.14699 15.88970 35.18439  C62 1.958
62 C 4.15418 14.92373 33.81047  Br61 1.958, C63 1.530, H65 1.090, H66 1.090
63 C 3.37825 14.04495 32.82735  C62 1.530, Br64 1.952, H67 1.090, H68 1.090
64 Br 4.71105 13.29122 31.61659  C63 1.952
65 H 4.74821 14.22524 34.39985  C62 1.090
66 H 4.85168 15.63522 33.36845  C62 1.090
67 H 2.68881 14.66028 32.24933  C63 1.090
68 H 2.66280 13.25863 33.06804  C63 1.090
69 Br 14.95741 11.42492 37.98848  C70 1.996
70 C 13.85349 13.07933 38.15871  Br69 1.996, C71 1.530, H73 1.090, H74 1.090
71 C 13.23096 13.39807 36.79783  C70 1.530, Br72 2.025, H75 1.090, H76 1.090
72 Br 12.20563 15.10824 37.15136  C71 2.025
73 H 14.44254 13.90198 38.56415  C70 1.090
74 H 13.14883 12.94000 38.97856  C70 1.090
75 H 12.49900 12.63452 36.53452  C71 1.090
76 H 13.98524 13.50163 36.01780  C71 1.090
77 Br 16.85733 17.70426 30.23888  C78 2.014
78 C 17.23335 16.57828 28.61212  Br77 2.014, C79 1.575, H81 1.090, H82 1.090
79 C 17.90437 15.21505 29.02544  C78 1.575, Br80 1.933, H83 1.090, H84 1.090
80 Br 18.36466 14.23415 27.42488  C79 1.933
81 H 17.94225 17.03397 27.92082  C78 1.090
82 H 16.28675 16.49633 28.07794  C78 1.090
83 H 17.24198 14.55840 29.58950  C79 1.090
84 H 18.83227 15.42448 29.55764  C79 1.090
85 Br 16.29017 8.28284 19.85744  C86 1.933
86 C 15.20515 9.88070 19.92678  Br85 1.933, C87 1.531, H89 1.090, H90 1.090
87 C 14.20675 9.67698 21.06935  C86 1.531, Br88 1.983, H91 1.090, H92 1.090
88 Br 13.19136 11.31776 21.52560  C87 1.983
89 H 14.73296 10.01510 18.95360  C86 1.090
90 H 15.92560 10.64189 20.22620  C86 1.090
91 H 14.67256 9.34242 21.99629  C87 1.090
92 H 13.45033 8.93030 20.82768  C87 1.090